1.
ORCA calculation (ωB97M-V with the def2-TZVPD basis set) on a structure of composition C8H10MnO5.

The geometry in ORCA input format:
```
! RIJCOSX wB97M-V def2-TZVPD def2/J DEFGRID3
* xyz 3 5
Mn 0.13549 0.27173 0.15292
O 3.13294 0.26823 -0.00252
C 1.99948 0.47104 0.03700
C -1.68183 0.14153 0.00518
O -2.79481 -0.19360 -0.05175
C 0.14673 -1.35017 0.90505
O 0.04744 -2.28021 1.61010
C 0.06696 0.03090 -1.65663
O 0.08685 0.06108 -2.82801
C 0.92395 -4.11149 -2.12120
H 1.53387 -3.69762 -2.92460
H 1.52863 -4.52243 -1.31583
C -0.41791 -4.13889 -2.13934
H -1.03005 -4.51860 -1.32601
H -1.02456 -3.68644 -2.91623
C 0.19936 3.76264 2.12562
C -0.43825 2.47119 1.64210
O -0.70313 2.71772 0.22861
H 1.10892 3.94630 1.53150
H 0.46223 3.65454 3.18257
H -0.54381 4.54577 1.94453
H 0.28052 1.61815 1.76964
H -1.39629 2.13822 2.07948
H -1.62275 2.40044 0.06781
*
```

Results
Highest occupied orbital energy (alpha / beta) ... -21.6 / -21.8 eV
LUMO energy (alpha / beta) ... -13.95 / -18.64 eV
Gap between HOMO and LUMO (alpha / beta) ... 7.65 / 3.13 eV
⟨S²⟩ ... 6.049

Results of the natural (NBO) charge analysis, in e, for atoms 1 through 5:
1. Mn 0.48
2. O -0.21
3. C 0.57
4. C 0.55
5. O -0.24

2.
ORCA calculation (ωB97M-V with the def2-TZVPD basis set) on a structure of composition C8H10MoN2O.

The geometry in ORCA input format:
```
! RIJCOSX wB97M-V def2-TZVPD def2/J DEFGRID3
* xyz 0 3
C 0.16189 0.09704 -2.13174
C -0.08689 -1.26434 -1.79717
C 1.06483 -1.76908 -1.12899
C 2.01932 -0.71853 -1.03959
C 1.46018 0.43825 -1.65621
Mo 0.12516 -0.01131 0.23781
N -0.48606 1.68336 0.67301
C -1.90719 1.19292 0.80640
C -1.92942 -0.33049 0.52475
H 1.17709 -2.77565 -0.72144
H -0.99842 -1.82259 -2.01176
H 2.99488 -0.77504 -0.55417
H 1.93554 1.41823 -1.73241
H -0.53740 0.77563 -2.62382
H -2.59464 -0.59963 -0.30823
H -2.27746 1.42061 1.82667
H -0.40673 2.70056 0.67399
H -2.14878 -0.93453 1.41801
H -2.54895 1.72493 0.07654
O 2.25931 -0.20420 4.29296
C 1.66795 -0.15075 3.16929
N 1.05578 -0.09542 2.00611
*
```

Results
Highest occupied orbital energy (alpha / beta) ... -6.9 / -9.1 eV
LUMO energy (alpha / beta) ... -0.42 / 0.08 eV
Gap between HOMO and LUMO (alpha / beta) ... 6.44 / 9.13 eV
ΔE to the lowest compared entry with this formula, charge and spin ... 0.0 kJ/mol
⟨S²⟩ ... 2.029

Results of the natural (NBO) charge analysis, in e, for atoms 1 through 5:
1. C -0.31
2. C -0.26
3. C -0.32
4. C -0.28
5. C -0.31

3.
ORCA calculation (ωB97M-V with the def2-TZVPD basis set) on a cluster of 2 separate species, C8H10N2 in total.

The geometry in ORCA input format:
```
! RIJCOSX wB97M-V def2-TZVPD def2/J DEFGRID3
* xyz 0 1
C 1.08599 -0.68559 2.14396
C -0.10900 -1.39493 1.96582
C -1.31567 -0.44765 1.24811
C -0.66546 1.35321 0.11383
C 0.25004 2.13596 -0.67354
C 1.02039 1.55714 -1.68410
C 0.69880 0.29335 -1.89105
C 0.02641 -0.62450 -0.80123
H 2.07048 -1.22739 2.47945
H 1.18665 0.33221 1.46104
H -0.44676 -2.86206 2.22134
H -1.68140 0.25737 2.00580
H -2.07743 -1.24499 0.91982
H -1.56395 2.06856 0.73730
H 0.08393 3.17308 -0.21124
H 1.53439 2.05923 -2.43305
H 0.86137 -0.22903 -2.98109
H -0.16719 -2.55106 -0.42711
N -0.84325 0.02481 0.18454
N 0.02196 -1.86736 -1.08499
*
```

Results
Highest occupied orbital energy ... -7.5 eV
LUMO energy ... 0.47 eV
Gap between HOMO and LUMO ... 7.97 eV
ΔE to the lowest compared entry with this formula, charge and spin ... 732.9 kJ/mol

Results of the natural (NBO) charge analysis, in e, for atoms 1 through 5:
1. C -0.49
2. C -0.18
3. C -0.23
4. C 0.07
5. C -0.36